# 1
{
  "formula": "C31H50P2Sn",
  "method": "ωB97M-V/def2-TZVPD",
  "elements": ["Sn", "C", "C", "C", "C", "C", "C", "H", "H", "H", "C", "H", "H", "H", "C", "H", "H", "H", "C", "H", "H", "H", "C", "H", "H", "H", "C", "C", "C", "C", "C", "C", "C", "C", "H", "H", "H", "H", "H", "H", "H", "H", "H", "H", "H", "H", "P", "P", "C", "C", "H", "H", "H", "H", "C", "H", "H", "H", "C", "H", "H", "H", "C", "H", "H", "H", "C", "H", "H", "H", "C", "C", "C", "C", "C", "C", "C", "H", "H", "H", "H", "H", "H", "H"],
  "coordinates": [[0.952, -4.617, -0.646], [0.836, 2.097, -0.871], [-0.491, 1.758, -1.253], [-0.606, 3.026, 0.662], [0.766, 2.860, 0.326], [-1.379, 2.313, -0.292], [2.078, 1.655, -1.532], [1.914, 1.506, -2.607], [2.433, 0.704, -1.103], [2.873, 2.398, -1.396], [1.913, 3.322, 1.123], [2.774, 3.540, 0.480], [2.231, 2.558, 1.850], [1.660, 4.227, 1.687], [-1.112, 3.759, 1.837], [-0.522, 4.670, 1.999], [-1.046, 3.154, 2.755], [-2.162, 4.041, 1.690], [-2.849, 2.170, -0.273], [-3.351, 3.061, -0.677], [-3.215, 2.026, 0.752], [-3.165, 1.309, -0.873], [-0.887, 0.975, -2.442], [-1.231, 1.627, -3.260], [-1.711, 0.288, -2.206], [-0.044, 0.388, -2.824], [1.443, -6.310, -1.711], [2.218, -5.739, -2.904], [1.516, -6.037, -4.278], [0.533, -4.885, -4.565], [0.584, -3.919, -3.327], [-0.359, -4.390, -2.227], [-0.973, -5.797, -2.341], [0.056, -6.905, -1.988], [1.019, -7.010, -4.292], [-0.478, -5.242, -4.781], [2.275, -6.086, -5.072], [0.088, -7.675, -2.770], [2.074, -6.944, -1.076], [3.246, -6.132, -2.879], [-0.277, -7.437, -1.082], [-1.817, -5.861, -1.634], [-1.096, -3.622, -1.971], [-1.421, -5.983, -3.326], [0.842, -4.348, -5.472], [0.335, -2.882, -3.602], [2.481, -3.905, -3.242], [-2.580, -2.902, 2.477], [-0.142, -4.003, 1.233], [-1.666, -4.066, 1.262], [0.237, -2.981, 1.381], [0.310, -4.671, 1.983], [-2.091, -3.776, 0.284], [-1.990, -5.092, 1.509], [-2.553, -3.895, 4.026], [-2.380, -3.190, 4.851], [-1.734, -4.624, 4.012], [-3.517, -4.391, 4.189], [-4.308, -3.231, 1.937], [-4.838, -3.856, 2.667], [-4.326, -3.700, 0.946], [-4.807, -2.254, 1.875], [3.231, -3.006, -1.903], [2.865, -1.970, -1.869], [4.316, -2.996, -2.091], [3.064, -3.471, -0.911], [3.262, -3.427, -4.768], [3.047, -2.363, -4.956], [2.933, -4.006, -5.642], [4.351, -3.544, -4.651], [1.871, -0.906, 0.671], [1.612, -0.288, 1.895], [2.680, 0.102, 2.770], [2.415, 0.821, 3.925], [1.099, 1.197, 4.245], [0.036, 0.811, 3.413], [0.274, 0.050, 2.280], [2.892, -1.167, 0.400], [1.056, -1.100, -0.025], [3.697, -0.188, 2.489], [3.233, 1.097, 4.594], [0.895, 1.774, 5.148], [-0.988, 1.103, 3.659], [-0.543, -0.277, 1.631]],
  "homo_ev": [-11.7, -11.7],
  "charge": 2,
  "total_energy_ha": -2107.41822,
  "homo_lumo_gap_ev": [3.6176, 3.6658],
  "de_lowest_kcal_mol": 0.00,
  "fmax_ev_per_a": 4.45,
  "lumo_ev": [-8.093, -8.027]
}



# 2
{
  "formula": "C31H51BN8PdS3",
  "method": "ωB97M-V/def2-TZVPD",
  "elements": ["Pd", "C", "C", "C", "C", "N", "N", "B", "N", "N", "C", "C", "C", "C", "C", "S", "C", "C", "C", "C", "N", "N", "C", "C", "C", "C", "C", "S", "C", "C", "C", "C", "C", "S", "C", "C", "C", "C", "H", "H", "H", "H", "H", "H", "H", "H", "H", "H", "H", "H", "H", "H", "H", "H", "H", "H", "H", "H", "H", "H", "H", "H", "H", "H", "H", "H", "H", "H", "H", "H", "H", "H", "H", "H", "H", "H", "H", "C", "C", "C", "C", "N", "N", "H", "H", "H", "H", "H", "H", "H", "H", "H", "H", "H", "H"],
  "coordinates": [[-0.575, -3.261, 0.960], [-0.148, -4.611, -4.002], [-0.123, -3.227, -3.446], [-0.081, -2.098, -4.206], [-0.076, -0.811, -3.613], [-0.101, -0.676, -2.311], [-0.146, -1.780, -1.554], [-0.174, -1.457, -0.022], [1.248, -0.978, 0.457], [1.585, 0.302, 0.153], [2.803, 0.699, 0.410], [3.773, -0.182, 0.959], [3.461, -1.470, 1.241], [4.443, -2.444, 1.806], [2.116, -1.864, 0.975], [1.689, -3.477, 1.352], [3.220, 2.136, 0.140], [3.613, 2.774, 1.482], [2.096, 2.950, -0.479], [4.430, 2.127, -0.809], [-1.429, -0.555, 0.275], [-1.247, 0.770, 0.348], [-2.302, 1.547, 0.412], [-3.610, 1.012, 0.359], [-3.809, -0.333, 0.280], [-5.161, -0.963, 0.222], [-2.640, -1.138, 0.283], [-2.778, -2.847, 0.330], [-2.029, 3.041, 0.544], [-3.320, 3.852, 0.680], [-1.297, 3.507, -0.724], [-1.187, 3.261, 1.807], [-0.173, -3.026, -2.040], [-0.289, -4.365, -0.982], [-0.055, 0.483, -4.416], [-0.019, 0.221, -5.922], [1.190, 1.279, -4.014], [-1.319, 1.280, -4.070], [-0.067, -4.595, -5.087], [-1.077, -5.116, -3.730], [0.677, -5.204, -3.602], [-0.053, -2.186, -5.283], [4.772, 0.184, 1.148], [5.418, -1.976, 1.923], [4.549, -3.315, 1.157], [4.110, -2.808, 2.781], [2.749, 2.852, 2.146], [3.995, 3.780, 1.307], [4.395, 2.216, 2.000], [1.205, 2.923, 0.140], [1.829, 2.586, -1.469], [2.418, 3.987, -0.576], [5.337, 1.760, -0.328], [4.634, 3.145, -1.143], [4.239, 1.519, -1.696], [-4.460, 1.678, 0.394], [-5.938, -0.203, 0.217], [-5.320, -1.623, 1.077], [-5.267, -1.575, -0.676], [-3.976, 3.736, -0.185], [-3.064, 4.910, 0.742], [-3.880, 3.603, 1.584], [-1.996, 3.589, -1.559], [-0.506, 2.814, -1.008], [-0.855, 4.491, -0.564], [-1.748, 2.975, 2.699], [-0.929, 4.316, 1.900], [-0.268, 2.679, 1.783], [0.868, -0.340, -6.223], [0.015, 1.175, -6.447], [-0.907, -0.307, -6.274], [2.106, 0.761, -4.309], [1.210, 1.436, -2.938], [1.179, 2.250, -4.510], [-2.222, 0.743, -4.367], [-1.305, 2.232, -4.603], [-1.368, 1.488, -3.001], [-0.723, -0.011, 3.513], [-0.564, -1.438, 4.029], [-1.471, -1.661, 5.236], [0.883, -1.731, 4.384], [-1.050, -2.316, 2.896], [-1.194, -3.723, 3.198], [-0.385, 0.697, 4.268], [-1.773, 0.213, 3.298], [-0.145, 0.158, 2.603], [-1.186, -0.970, 6.030], [-1.379, -2.666, 5.648], [-2.519, -1.470, 4.993], [1.189, -1.048, 5.177], [1.545, -1.590, 3.534], [1.024, -2.741, 4.773], [-1.994, -2.001, 2.680], [-1.989, -3.908, 3.803], [-0.349, -4.053, 3.652]],
  "homo_ev": -13.8,
  "charge": 2,
  "total_energy_ha": -2996.81203,
  "homo_lumo_gap_ev": 7.3194,
  "de_lowest_kcal_mol": 0.00,
  "fmax_ev_per_a": 0.87,
  "lumo_ev": -6.455
}



# 3
{
  "formula": "C31H52AsCl3Ge2OSi4Ti",
  "method": "ωB97M-V/def2-TZVPD",
  "elements": ["Ti", "Cl", "Ge", "Cl", "Cl", "C", "Ge", "C", "C", "C", "H", "H", "H", "H", "H", "H", "H", "H", "H", "H", "O", "As", "C", "C", "C", "C", "C", "C", "C", "C", "C", "C", "C", "C", "C", "C", "C", "C", "C", "C", "H", "H", "H", "H", "H", "H", "H", "H", "H", "H", "H", "H", "H", "H", "H", "C", "Si", "C", "C", "Si", "Si", "C", "C", "C", "Si", "C", "C", "C", "H", "H", "H", "H", "H", "H", "H", "H", "H", "H", "H", "H", "H", "H", "H", "H", "H", "H", "H", "H", "H", "H", "H", "H", "H", "H", "H"],
  "coordinates": [[1.047, 1.085, 0.982], [2.951, 2.388, 0.368], [3.743, 0.191, 0.467], [4.502, 0.546, 2.551], [1.040, 1.600, 3.101], [1.095, 5.567, 0.096], [0.466, 4.141, -1.076], [-1.169, 4.832, -1.907], [1.779, 3.931, -2.506], [-0.007, 2.663, 0.127], [1.194, 6.493, -0.481], [2.064, 5.331, 0.546], [0.371, 5.732, 0.900], [-0.903, 5.489, -2.744], [-1.738, 5.413, -1.173], [-1.808, 4.035, -2.288], [1.267, 3.999, -3.471], [2.348, 3.005, -2.472], [2.481, 4.769, -2.416], [-0.305, 3.164, 1.041], [-0.394, 0.123, 0.506], [-1.434, 1.318, -0.354], [-2.727, 2.475, 0.618], [-3.685, 3.090, -0.178], [-4.458, 4.127, 0.334], [-4.285, 4.533, 1.650], [-3.338, 3.901, 2.452], [-2.543, 2.888, 1.932], [-0.878, 1.275, -2.244], [0.443, 0.974, -2.542], [0.878, 0.911, -3.858], [-0.009, 1.190, -4.888], [-1.331, 1.514, -4.599], [-1.766, 1.542, -3.281], [-2.866, -0.075, -0.645], [-2.900, -0.932, -1.743], [-3.866, -1.927, -1.846], [-4.806, -2.094, -0.839], [-4.768, -1.268, 0.278], [-3.805, -0.272, 0.369], [-3.852, 2.750, -1.191], [-5.197, 4.612, -0.294], [-4.888, 5.338, 2.054], [-3.211, 4.205, 3.485], [-1.796, 2.419, 2.562], [1.152, 0.748, -1.758], [1.910, 0.661, -4.080], [0.329, 1.154, -5.918], [-2.026, 1.733, -5.402], [-2.806, 1.754, -3.064], [-2.163, -0.848, -2.529], [-3.876, -2.577, -2.716], [-5.560, -2.869, -0.920], [-5.487, -1.399, 1.079], [-3.787, 0.346, 1.249], [-0.966, -1.149, 3.341], [-0.172, -2.349, 2.168], [-1.413, -2.851, 0.879], [0.096, -3.919, 3.149], [1.890, -1.724, 1.122], [1.849, -2.642, -1.037], [2.091, -4.491, -0.986], [0.218, -2.303, -1.893], [3.211, -1.959, -2.110], [3.642, -2.776, 2.367], [3.546, -2.281, 4.162], [5.369, -2.471, 1.687], [3.456, -4.637, 2.284], [-1.854, -1.638, 3.754], [-1.279, -0.234, 2.837], [-0.304, -0.872, 4.164], [-2.189, -3.443, 1.380], [-0.960, -3.476, 0.100], [-1.886, -1.995, 0.391], [-0.846, -4.140, 3.670], [0.893, -3.865, 3.896], [0.307, -4.759, 2.479], [1.417, -4.984, -0.272], [3.120, -4.745, -0.710], [1.895, -4.904, -1.984], [-0.420, -3.195, -1.883], [0.386, -2.009, -2.937], [-0.337, -1.505, -1.399], [4.205, -2.150, -1.689], [3.122, -0.878, -2.264], [3.148, -2.451, -3.088], [3.550, -1.196, 4.279], [4.414, -2.691, 4.696], [2.641, -2.670, 4.641], [5.899, -1.725, 2.284], [5.368, -2.122, 0.648], [5.932, -3.412, 1.716], [2.464, -4.997, 2.551], [4.175, -5.069, 2.994], [3.699, -5.016, 1.288]],
  "homo_ev": -7.9,
  "total_energy_ha": -11065.44766,
  "homo_lumo_gap_ev": 6.8046,
  "de_lowest_kcal_mol": 70.76,
  "fmax_ev_per_a": 1.59,
  "lumo_ev": -1.075
}



# 4
{
  "formula": "C31H52BrCdN3OP2",
  "method": "ωB97M-V/def2-TZVPD",
  "elements": ["N", "C", "C", "C", "C", "C", "C", "Cd", "P", "C", "C", "C", "C", "C", "C", "C", "Br", "H", "H", "H", "H", "H", "H", "H", "H", "H", "H", "P", "C", "C", "H", "H", "H", "H", "H", "C", "C", "H", "H", "H", "H", "H", "C", "C", "H", "H", "H", "H", "H", "C", "C", "H", "H", "H", "H", "H", "C", "C", "H", "H", "H", "H", "H", "C", "C", "H", "H", "H", "H", "H", "C", "N", "C", "C", "C", "N", "C", "C", "O", "H", "H", "H", "H", "H", "H", "H", "H", "H", "H", "H", "H"],
  "coordinates": [[-5.191, -1.429, 2.873], [-4.414, -0.489, 3.429], [-4.140, 0.723, 2.797], [-4.691, 0.991, 1.523], [-5.422, -0.061, 0.910], [-5.668, -1.237, 1.636], [-4.330, 2.188, 0.800], [0.262, 0.221, -1.124], [2.809, 0.411, -1.806], [-4.342, 2.192, -0.579], [-3.199, 2.643, -1.328], [-3.041, 2.142, -2.631], [-1.804, 2.165, -3.258], [-0.724, 2.712, -2.538], [-0.898, 3.428, -1.351], [-2.166, 3.439, -0.755], [0.948, 3.033, -3.515], [-3.958, 3.046, 1.352], [-5.170, 1.764, -1.146], [-3.506, 1.462, 3.297], [-5.835, 0.037, -0.091], [-4.014, -0.712, 4.435], [-6.276, -2.041, 1.194], [-3.941, 1.697, -3.087], [-2.378, 4.033, 0.132], [-1.634, 1.730, -4.250], [-0.017, 3.924, -0.914], [-0.545, -2.269, -0.894], [3.229, 2.105, -1.108], [4.013, 3.100, -1.966], [3.752, 1.960, -0.142], [2.261, 2.571, -0.846], [4.257, 3.999, -1.378], [4.958, 2.696, -2.347], [3.392, 3.445, -2.802], [2.486, 0.236, -3.633], [3.608, 0.580, -4.608], [1.637, 0.918, -3.862], [2.094, -0.789, -3.803], [3.141, 0.787, -5.582], [4.157, 1.493, -4.325], [4.325, -0.241, -4.757], [4.237, -0.738, -1.645], [5.593, -0.071, -1.813], [4.119, -1.545, -2.383], [4.146, -1.218, -0.660], [6.400, -0.804, -1.744], [5.706, 0.418, -2.783], [5.766, 0.679, -1.041], [0.309, -3.770, -0.229], [1.808, -3.821, -0.507], [-0.198, -4.636, -0.683], [0.120, -3.826, 0.853], [2.222, -4.745, -0.081], [2.035, -3.812, -1.581], [2.328, -2.977, -0.036], [-0.664, -2.814, -2.659], [-1.601, -1.969, -3.522], [-0.988, -3.866, -2.623], [0.363, -2.799, -3.064], [-1.556, -2.339, -4.554], [-2.645, -2.036, -3.181], [-1.316, -0.909, -3.535], [-2.263, -2.584, -0.302], [-2.435, -2.863, 1.186], [-2.661, -3.419, -0.900], [-2.831, -1.682, -0.575], [-3.497, -3.014, 1.407], [-1.898, -3.755, 1.530], [-2.114, -2.006, 1.792], [0.670, 2.789, 2.664], [0.658, 1.535, 3.396], [0.958, 1.644, 4.809], [0.530, 0.420, 5.555], [1.112, -0.794, 4.866], [0.799, -0.791, 3.454], [0.865, -2.046, 2.745], [0.743, 0.357, 2.707], [0.712, 0.313, 1.438], [1.700, 3.097, 2.406], [0.238, 3.553, 3.324], [0.073, 2.732, 1.742], [2.041, 1.773, 4.928], [0.449, 2.534, 5.174], [-0.556, 0.340, 5.620], [0.933, 0.475, 6.569], [0.731, -1.729, 5.300], [2.210, -0.776, 5.014], [1.676, -2.037, 2.009], [1.013, -2.857, 3.470], [-0.067, -2.211, 2.193]],
  "homo_ev": [-12.7, -12.7],
  "charge": 2,
  "total_energy_ha": -4875.84989,
  "homo_lumo_gap_ev": [5.8435, 5.8428],
  "fmax_ev_per_a": 1.76,
  "lumo_ev": [-6.902, -6.902]
}



# 5
{
  "formula": "C31H52BrN4P3Sn",
  "method": "ωB97M-V/def2-TZVPD",
  "elements": ["N", "C", "C", "C", "C", "C", "C", "Sn", "P", "C", "C", "C", "C", "C", "C", "C", "Br", "H", "H", "H", "H", "H", "H", "H", "H", "H", "H", "P", "C", "C", "H", "H", "H", "H", "H", "C", "C", "H", "H", "H", "H", "H", "C", "C", "H", "H", "H", "H", "H", "C", "C", "H", "H", "H", "H", "H", "C", "C", "H", "H", "H", "H", "H", "C", "C", "H", "H", "H", "H", "H", "C", "N", "C", "N", "C", "N", "C", "P", "C", "C", "H", "H", "H", "H", "H", "H", "H", "H", "H", "H", "H", "H"],
  "coordinates": [[-4.875, -0.986, 2.953], [-4.105, -0.019, 3.463], [-3.618, 1.037, 2.682], [-3.962, 1.109, 1.304], [-4.627, -0.029, 0.768], [-5.170, -0.984, 1.651], [-3.646, 2.273, 0.492], [0.669, -0.147, -0.229], [2.624, 0.589, -1.660], [-3.613, 2.273, -0.885], [-2.474, 2.734, -1.657], [-2.296, 2.360, -3.015], [-1.156, 2.708, -3.736], [-0.147, 3.451, -3.109], [-0.291, 3.862, -1.782], [-1.430, 3.485, -1.058], [1.293, 4.165, -4.200], [-3.336, 3.155, 1.060], [-4.441, 1.844, -1.460], [-2.983, 1.791, 3.145], [-4.736, -0.155, -0.311], [-3.879, -0.079, 4.532], [-5.846, -1.770, 1.285], [-3.065, 1.759, -3.498], [-1.517, 3.762, -0.010], [-1.027, 2.398, -4.769], [0.501, 4.449, -1.332], [-0.302, -2.594, -0.681], [3.132, 2.199, -0.958], [3.813, 3.214, -1.864], [3.786, 1.956, -0.105], [2.227, 2.655, -0.525], [4.075, 4.100, -1.269], [4.736, 2.834, -2.321], [3.139, 3.564, -2.661], [2.035, 0.732, -3.374], [3.061, 0.833, -4.507], [1.390, 1.624, -3.388], [1.370, -0.130, -3.564], [2.520, 1.084, -5.430], [3.806, 1.621, -4.341], [3.580, -0.119, -4.678], [4.015, -0.565, -1.682], [5.398, 0.069, -1.805], [3.822, -1.236, -2.533], [3.955, -1.175, -0.767], [6.145, -0.732, -1.770], [5.526, 0.599, -2.757], [5.619, 0.764, -0.987], [0.627, -3.997, 0.053], [2.143, -3.921, -0.158], [0.221, -4.925, -0.387], [0.383, -4.017, 1.130], [2.623, -4.768, 0.349], [2.411, -3.973, -1.219], [2.569, -2.999, 0.264], [-0.267, -2.922, -2.490], [-1.159, -1.995, -3.319], [-0.552, -3.977, -2.634], [0.788, -2.837, -2.796], [-1.002, -2.201, -4.384], [-2.219, -2.155, -3.101], [-0.933, -0.933, -3.150], [-2.059, -2.894, -0.212], [-2.326, -3.094, 1.284], [-2.417, -3.770, -0.783], [-2.625, -2.020, -0.581], [-3.385, -3.339, 1.435], [-1.732, -3.912, 1.712], [-2.126, -2.175, 1.854], [3.552, -0.153, 4.569], [2.956, 1.145, 4.169], [1.740, 1.407, 4.980], [0.738, 0.314, 4.869], [1.378, -0.956, 5.285], [2.582, -1.273, 4.486], [2.266, -1.641, 3.113], [1.485, -0.166, 2.240], [2.677, 1.200, 2.740], [0.166, 0.227, 3.526], [3.870, -0.063, 5.620], [4.420, -0.366, 3.924], [1.285, 2.351, 4.647], [2.047, 1.479, 6.038], [0.651, -1.780, 5.201], [1.694, -0.843, 6.335], [3.182, -1.950, 2.586], [1.572, -2.498, 3.103], [2.232, 2.172, 2.482], [3.618, 1.092, 2.176], [-0.609, -0.562, 3.518], [-0.318, 1.180, 3.259]],
  "homo_ev": [-18.0, -17.8],
  "charge": 4,
  "total_energy_ha": -5242.24048,
  "homo_lumo_gap_ev": [2.8965, 2.5214],
  "fmax_ev_per_a": 3.99,
  "lumo_ev": [-15.081, -15.315]
}